# 1
DFT (wB97M-V/def2-TZVPD) results for 2 unconnected molecules or ions with the total composition C2H4N3.

Energy relative to the best compared isomer or geometry (same formula, charge and spin) ... 4.315 eV
LUMO energy ... -5.560 eV
E_tot ... -6597.1513 eV
Net charge ... +1
Frontier orbital gap ... 8.30 eV

Last column: Mulliken charge in e.
Geometry (Å):
C1 -2.1665 0.7273 0.2742  0.063
C2 2.2194 -0.3985 -0.2185  -0.093
N1 1.7235 0.8078 -0.9209  -0.187
N2 0.9745 -0.1690 -0.8979  -0.175
N3 -2.7856 -0.1722 0.5748  0.113
H1 2.9621 -1.0966 -0.5293  0.278
H2 2.0453 -0.3169 0.8359  0.189
H3 -1.5613 1.5005 -0.0646  0.415
H4 -3.4115 -0.8823 0.9463  0.397

Atoms 1-2, force components in eV/Å:
C -1.02 -1.94 0.34
C -0.60 0.55 1.57

# 2
DFT (wB97M-V/def2-TZVPD) results for 2 unconnected molecules or ions with the total composition H4O2.

Energy relative to the best compared isomer or geometry (same formula, charge and spin) ... 0.366 eV
LUMO energy ... 0.617 eV
E_tot ... -4159.5733 eV
SMILES ... O.O
Frontier orbital gap ... 11.21 eV

Last column: Mulliken charge in e.
Geometry (Å):
O1 -1.0485 -0.9354 0.5047  -0.657
H1 -0.3326 -0.3003 0.5254  0.385
H2 -1.7228 -0.5195 -0.0325  0.293
O2 0.7654 0.3950 -0.5422  -0.701
H3 0.8521 1.3403 -0.4189  0.341
H4 1.4864 0.0199 -0.0366  0.339

Atoms 1-2, force components in eV/Å:
O -0.91 -0.89 0.82
H -0.12 0.11 -0.29

# 3
DFT (wB97M-V/def2-TZVPD) results for C3H6INS2 in the gas phase.

Energy relative to the best compared isomer or geometry (same formula, charge and spin) ... 0.782 eV
LUMO energy ... -0.454 eV
E_tot ... -34467.0423 eV
SMILES ... S=C[C@H](CS)NI
Frontier orbital gap ... 8.27 eV

Last column: Mulliken charge in e.
Geometry (Å):
S1 0.7806 2.7760 -0.3815  -0.199
C1 -0.1980 1.6207 0.1865  -0.479
C2 0.1127 0.1723 0.3397  0.335
C3 -0.0398 -0.5510 -1.0291  -0.571
S2 1.3602 -0.9683 -2.0431  -0.216
N1 -0.8456 -0.3629 1.3562  -0.648
I1 -0.1545 -1.8367 2.5028  0.088
H1 -1.2678 1.7686 0.5356  0.240
H2 1.0534 -0.0365 0.8143  0.457
H3 -0.7770 0.0379 -1.5746  0.336
H4 -0.5357 -1.5444 -0.7641  0.297
H5 2.4187 -0.8072 -1.3114  0.100
H6 -1.9072 -0.2685 1.3686  0.258

Atoms 1-2, force components in eV/Å:
S -0.58 -0.58 0.34
C -0.60 0.61 0.28

# 4
DFT (wB97M-V/def2-TZVPD) results for 2 unconnected molecules or ions with the total composition C2H5OS.

Energy relative to the best compared isomer or geometry (same formula, charge and spin) ... 0.787 eV
LUMO energy ... 4.038 eV
E_tot ... -15037.7863 eV
Net charge ... -1
Frontier orbital gap ... 6.88 eV

Last column: Mulliken charge in e.
Geometry (Å):
S1 -0.6458 1.4222 2.2935  -0.846
H1 0.5989 1.2839 1.6733  -0.059
O1 0.0089 0.6227 -2.1793  -0.559
C1 -0.2830 0.3961 -0.9761  0.268
C2 0.1971 -0.9321 -0.2450  -0.911
H2 -0.6020 1.1711 -0.2630  0.178
H3 -0.7623 -1.3370 0.0107  0.256
H4 0.7969 -1.0945 0.6613  0.338
H5 0.6912 -1.5324 -0.9755  0.335

Atoms 1-2, force components in eV/Å:
S 1.05 -0.09 -0.47
H -1.02 0.15 0.62

# 5
DFT (wB97M-V/def2-TZVPD) results for 3 unconnected molecules or ions with the total composition C34H42F7N4O12PS2.

Energy relative to the best compared isomer or geometry (same formula, charge and spin) ... 3.200 eV
LUMO energy ... -1.684 eV
E_tot ... -116446.3184 eV
SMILES ... CCOC(=O)CCCN1C(=O)c2cc(S(=O)(=O)C(F)(F)C(F)(F)C(F)(F)F)c(CCCCCCCSc3nnco3)c(P(N)O)c2C1=O.O=C1CCCO1.O=C1CCCO1
Frontier orbital gap ... 7.02 eV

Last column: Mulliken charge in e.
Geometry (Å):
C1 4.4450 2.5682 2.5123  -1.189
C2 5.3719 1.9406 1.3947  0.201
O1 6.1883 0.8677 1.9005  -0.352
C3 7.3508 0.6975 1.1706  0.303
O2 8.1256 1.6096 0.9987  -0.563
C4 7.7731 -0.6957 0.5606  -0.036
C5 8.6561 -0.5172 -0.7356  -0.099
C6 8.9426 -1.8444 -1.5166  -0.951
N1 7.8905 -2.2568 -2.4714  0.197
C7 6.8566 -3.1489 -1.9886  -0.151
O3 6.9322 -4.3201 -1.7886  -0.511
C8 5.6572 -2.1626 -1.8308  -0.724
C9 4.4197 -2.2495 -1.0885  -0.720
C10 3.4381 -1.1423 -1.0502  0.327
S1 1.9096 -1.2911 -0.0963  1.815
O4 0.9516 -1.9997 -0.9546  -0.775
O5 1.2777 -0.0203 0.2700  -0.536
C11 2.0544 -2.2873 1.4629  0.457
F1 0.9403 -3.1066 1.5029  -0.253
F2 3.1391 -3.1218 1.5403  -0.273
C12 2.0146 -1.4479 2.8187  0.527
F3 2.7379 -0.2793 2.7402  -0.157
F4 2.7097 -2.2211 3.7438  -0.313
C13 0.5789 -1.2484 3.4408  0.540
F5 0.6909 -0.2698 4.4071  -0.261
F6 0.1333 -2.3604 4.1036  -0.248
F7 -0.3701 -0.8591 2.5648  -0.127
C14 3.7792 0.0609 -1.8676  0.848
C15 2.8041 1.2981 -1.9178  -1.643
C16 1.4527 0.9769 -2.6682  0.654
C17 0.8300 2.3721 -3.1302  -1.063
C18 -0.7018 2.5120 -2.7891  -0.769
C19 -0.9527 2.4834 -1.2180  0.066
C20 -2.4497 1.9602 -1.0180  -0.858
C21 -2.4119 0.3880 -1.2724  -0.555
S2 -2.6544 -0.4884 0.3426  0.011
C22 -4.1087 -1.5678 0.0655  0.431
N2 -4.4622 -2.0351 -1.1400  -0.199
N3 -5.5946 -2.7821 -0.8979  -0.546
C23 -5.8853 -2.7592 0.4061  -0.028
O6 -4.9488 -1.9613 1.1235  -0.259
C24 5.0153 0.1482 -2.6700  -0.071
P1 5.4608 1.6305 -3.7690  0.049
N4 7.0274 2.2575 -3.3131  -0.694
O7 5.7046 0.9038 -5.2834  -0.481
C25 5.9664 -0.9643 -2.6335  1.216
C26 7.3409 -1.2312 -3.3363  -0.651
O8 7.8293 -0.7847 -4.3280  -0.462
H1 5.0201 3.2428 3.2038  0.396
H2 3.6702 3.2148 2.0221  0.340
H3 3.9153 1.7895 3.1159  0.166
H4 4.6880 1.5298 0.5976  -0.081
H5 5.9424 2.7942 0.9537  0.398
H6 8.4502 -1.1609 1.3367  0.333
H7 6.8912 -1.3707 0.4375  0.093
H8 8.2133 0.3131 -1.3405  -0.109
H9 9.6534 -0.1329 -0.3758  0.513
H10 9.0783 -2.6897 -0.7877  0.414
H11 9.9117 -1.7861 -2.0865  0.302
H12 4.2563 -3.2146 -0.5417  0.434
H13 3.2590 2.1896 -2.4084  1.144
H14 2.6583 1.5865 -0.8339  0.094
H15 1.7310 0.3458 -3.5625  0.566
H16 0.7269 0.3691 -2.0779  -0.461
H17 1.3636 3.1677 -2.5382  0.373
H18 1.0405 2.5280 -4.2175  0.287
H19 -1.0018 3.5497 -3.1223  0.396
H20 -1.3463 1.7852 -3.3512  0.321
H21 -0.8124 3.5192 -0.8131  0.395
H22 -0.2383 1.7976 -0.6935  -0.146
H23 -2.8427 2.2472 -0.0146  0.383
H24 -3.0712 2.3922 -1.8527  0.270
H25 -1.4170 0.0424 -1.6620  0.216
H26 -3.2092 0.1358 -2.0229  0.448
H27 -6.7531 -3.2677 0.8644  0.396
H28 6.9521 2.6538 -2.3669  0.349
H29 7.7048 1.4789 -3.3023  0.290
H30 6.5771 1.1704 -5.6348  0.347
O9 -5.5995 3.0254 0.4463  -0.594
C27 -6.5080 2.2478 0.5453  0.479
C28 -6.4583 0.9014 1.2324  0.422
C29 -7.6893 0.2354 0.7102  -0.300
C30 -8.6248 1.3937 0.4514  -0.398
O10 -7.7638 2.4843 0.0736  -0.400
H31 -6.4979 1.0536 2.3131  0.350
H32 -5.5732 0.3479 0.9584  -0.488
H33 -8.1056 -0.4992 1.3976  0.063
H34 -7.4561 -0.2731 -0.2306  0.330
H35 -9.1851 1.6808 1.3389  0.228
H36 -9.3268 1.1812 -0.3559  0.332
O11 -9.1981 0.5991 3.2129  -0.587
C31 -10.1070 -0.1780 3.3045  0.554
C32 -10.0617 -1.5217 3.9912  -0.368
C33 -11.3142 -2.1952 3.4571  -0.491
C34 -12.2274 -1.0154 3.1941  -0.481
O12 -11.3538 0.0629 2.8260  -0.352
H37 -10.1085 -1.3700 5.0713  0.296
H38 -9.1613 -2.0697 3.7199  0.216
H39 -11.7443 -2.9290 4.1385  0.323
H40 -11.0849 -2.7034 2.5168  0.260
H41 -12.7906 -0.7189 4.0828  0.288
H42 -12.9276 -1.2116 2.3828  0.328

Atoms 1-2, force components in eV/Å:
C 0.39 -0.07 -0.03
C -1.87 1.35 0.22

# 6
DFT (wB97M-V/def2-TZVPD) results for a molecular structure, C26H16FeI2N6O7.

Energy relative to the best compared isomer or geometry (same formula, charge and spin) ... 1.381 eV
2S+1 ... 6
Expectation value of S² ... 8.79
LUMO energy (alpha / beta) ... -3.339 / -5.952 eV
E_tot ... -101073.4416 eV
Net charge ... +1
Frontier orbital gap (alpha / beta) ... 7.91 / 5.30 eV

Last column: Mulliken charge in e.
Geometry (Å):
Fe1 0.0465 0.0725 -0.3698  0.680
I1 3.7307 2.0473 2.3883  0.222
C1 3.7375 -0.0275 2.1060  -0.464
C2 4.7601 -0.7886 2.6472  -0.413
C3 4.7663 -2.1623 2.5200  -0.315
I2 6.3398 -3.2289 3.4195  0.197
C4 3.7484 -2.8245 1.7861  1.203
C5 3.6575 -4.2152 1.6031  -0.566
C6 2.6729 -4.7368 0.8012  -1.039
C7 1.7786 -3.8567 0.1783  -0.131
N1 1.8122 -2.5638 0.3722  -0.152
C8 2.7422 -2.0347 1.1655  -0.392
C9 2.6709 -0.5979 1.3698  0.761
O1 1.7069 0.0797 0.9099  -0.346
H1 5.5563 -0.2921 3.1789  0.397
H2 4.3723 -4.8603 2.0908  0.238
H3 2.5916 -5.8000 0.6494  0.422
H4 1.0200 -4.2190 -0.4986  0.514
N2 -2.1559 2.7425 -1.6573  -0.108
C10 -1.1108 3.2426 -0.9125  0.583
C11 -1.1374 4.6039 -0.5768  -0.675
C12 -0.1103 5.1345 0.1700  -0.498
C13 0.9565 4.3071 0.5062  -0.711
C14 0.9203 2.9900 0.1022  0.313
N3 -0.0996 2.4469 -0.5641  -0.098
C15 -2.8004 1.5370 -1.5125  0.686
C16 -3.9254 1.2968 -2.3182  -0.645
C17 -4.6572 0.1484 -2.1142  -0.483
C18 -4.2879 -0.6951 -1.0706  -0.714
C19 -3.1703 -0.3792 -0.3264  -0.682
N4 -2.3933 0.6807 -0.5701  -0.176
H5 -2.6901 3.4422 -2.1562  0.265
H6 -1.9796 5.2077 -0.8706  0.352
H7 -0.1384 6.1636 0.4896  0.430
H8 1.7904 4.6748 1.0766  0.301
H9 1.7428 2.3259 0.3231  0.030
H10 -4.1980 2.0095 -3.0829  0.378
H11 -5.5094 -0.0833 -2.7355  0.448
H12 -4.8541 -1.5831 -0.8434  0.472
H13 -2.8692 -0.9929 0.5093  0.732
O2 -0.3294 -1.5698 -1.7886  -1.034
C20 -0.8697 -2.2661 -0.8882  1.927
O3 -0.8937 -1.8754 0.3056  -0.788
C21 -1.5310 -3.5615 -1.2323  -0.138
C22 -2.1562 -4.2876 -0.2220  -0.401
C23 -2.7706 -5.4920 -0.5317  -0.399
C24 -2.7807 -5.9920 -1.8257  -0.277
C25 -2.1599 -5.2469 -2.8161  -0.348
C26 -1.5380 -4.0396 -2.5372  -0.178
N5 -2.1571 -5.7473 -4.1879  1.045
O4 -1.6235 -5.0515 -5.0168  -0.613
O5 -2.6909 -6.8083 -4.3862  -0.611
N6 -3.4132 -6.2530 0.5388  1.068
O6 -3.9657 -7.2767 0.2284  -0.615
O7 -3.3375 -5.7904 1.6499  -0.616
H14 -2.1584 -3.9208 0.7942  0.665
H15 -3.2571 -6.9362 -2.0502  0.621
H16 -1.0588 -3.4843 -3.3312  0.676

Atoms 1-2, force components in eV/Å:
Fe -1.06 -0.42 -0.04
I 0.17 -0.53 0.06